(1)
Entry from OMol25: a molecular structure, C15H10ClNNaO2 (ωB97M-V with the def2-TZVPD basis set).

Structure (XYZ):
```
30
Properties=species:S:1:pos:R:3:forces:R:3:mulliken_charge:R:1
Na -0.944997 0.779069 0.217443 0.06 0.02 -0.04 0.915
C -2.185123 1.831122 2.179560 0.00 0.14 0.04 -1.505
C -2.502985 0.510647 2.437300 -0.01 -0.12 -0.06 0.685
C -3.786132 -0.060230 2.110196 0.00 0.00 0.02 -0.735
C -4.068371 -1.382795 2.302754 0.02 0.00 0.01 -0.411
C -3.112642 -2.272463 2.835001 -0.01 -0.01 0.00 0.310
C -1.850700 -1.748977 3.168072 0.00 0.01 0.00 -0.450
C -1.552537 -0.425271 2.984506 -0.02 -0.01 0.01 -0.413
C -3.419068 -3.643720 3.038726 0.00 -0.02 0.01 0.137
N -3.670849 -4.759054 3.209297 0.00 0.00 0.00 -0.622
H -1.263437 2.253498 2.566458 -0.01 0.00 0.00 0.324
H -2.952608 2.526838 1.863034 0.00 0.00 -0.01 0.292
H -4.549814 0.596452 1.708070 0.00 0.00 -0.01 0.310
H -5.049933 -1.765027 2.046369 0.00 0.01 0.00 0.395
H -1.102430 -2.413835 3.583882 0.01 0.01 0.00 0.396
H -0.574489 -0.054156 3.274224 0.01 -0.01 0.00 0.335
Cl 6.038649 0.650454 -4.827312 -0.01 -0.01 0.00 -0.247
C 4.583998 0.681391 -3.856716 0.02 0.01 -0.01 0.478
C 4.022096 -0.513564 -3.440650 -0.01 0.01 0.01 -0.627
C 2.869366 -0.477169 -2.669959 0.00 -0.02 0.00 -0.187
C 2.285201 0.733862 -2.320538 0.04 -0.03 -0.04 -0.134
C 2.869076 1.917885 -2.752158 -0.02 0.02 0.01 -0.177
C 4.022129 1.901918 -3.522704 -0.01 -0.01 0.01 -0.621
C 1.027766 0.761983 -1.472722 -0.12 -0.02 0.05 0.769
O 0.556495 -0.341799 -1.099665 0.05 -0.02 -0.01 -0.902
O 0.544284 1.885485 -1.191723 0.01 0.03 0.02 -0.895
H 4.481804 -1.453060 -3.715598 0.01 0.00 0.00 0.392
H 2.403272 -1.390208 -2.324610 -0.01 0.01 0.01 0.400
H 2.399423 2.850552 -2.469514 0.00 0.00 0.00 0.398
H 4.482567 2.820164 -3.861033 0.01 0.00 0.00 0.391
```
Positions in Å, forces in eV/Å.

Values from the calculation:
**DFT total energy**: -38244.6772 eV
**Gap between HOMO and LUMO**: 5.7 eV
**HOMO energy**: -3.4354 eV
**Net charge**: -1
**Energy above the lowest of the compared OMol25 structures with the same formula, charge and spin**: 0.000 eV


(2)
Entry from OMol25: a molecular structure, C15H10Co2NO6 (ωB97M-V with the def2-TZVPD basis set).

Structure (XYZ):
```
34
Properties=species:S:1:pos:R:3:forces:R:3:mulliken_charge:R:1
O 0.299288 1.870499 3.922208 -0.04 -0.03 -0.83 -0.408
C 0.378636 1.774613 2.770689 0.01 0.02 1.85 0.056
Co 0.432072 1.736876 1.020604 1.46 -0.51 0.12 0.200
C -1.114340 2.291736 0.443830 -0.98 -0.74 -1.42 0.088
O -2.157508 2.577694 0.021434 1.09 0.06 0.82 -0.419
C 1.465975 3.053378 0.435355 0.21 1.45 -0.64 0.140
O 2.002293 4.007147 0.052286 -0.33 -1.04 0.41 -0.440
C 0.192393 -0.215570 0.522939 -2.27 1.45 -1.84 2.007
C -1.097371 -0.801123 0.827541 -0.32 -1.25 0.06 0.371
C -1.654971 -0.776619 2.129357 -0.13 0.12 -0.62 -0.303
C -3.025882 -0.954022 2.281303 0.11 -0.14 -0.15 -0.516
C -3.816824 -1.258250 1.163192 -0.08 -0.17 -0.07 -0.442
C -3.216733 -1.540065 -0.070627 0.06 -0.16 0.35 -0.515
C -1.839911 -1.395460 -0.216846 -0.24 0.54 0.34 -0.531
C 0.894534 -0.226381 -0.752303 -4.68 0.67 -1.52 -0.626
C 0.541043 0.085088 -2.003035 1.00 -0.62 0.32 -1.152
Co 1.918838 -0.516386 0.621633 4.65 0.06 3.27 -0.148
C 2.104904 -0.729041 2.411012 1.35 -0.93 1.75 0.384
O 2.431862 -0.945713 3.500797 -1.06 0.59 -1.82 -0.400
C 3.207873 0.715459 0.355004 2.12 0.43 0.25 0.010
O 4.230437 1.256404 0.282077 -1.72 -0.43 -0.13 -0.392
C 2.658384 -1.988556 0.025721 0.98 -1.41 -0.50 -0.015
O 3.196794 -2.927185 -0.389540 -0.93 1.31 0.50 -0.427
H -1.004105 -0.576212 2.985862 -0.31 0.23 -0.34 0.373
H -3.480144 -0.835650 3.269466 0.09 -0.09 -0.35 0.346
H -4.899693 -1.327121 1.267525 0.22 0.00 -0.01 0.343
H -3.806350 -1.863954 -0.931942 0.03 0.04 0.35 0.354
H -1.335165 -1.660193 -1.150218 -0.22 0.42 0.27 0.377
H 1.182737 -0.068309 -2.876077 -0.41 0.38 1.06 0.647
H -0.423180 0.568351 -2.178354 -0.08 -0.33 0.04 0.216
N 1.418828 0.146341 -4.670006 0.20 0.24 -1.63 -0.844
H 1.318442 -0.771233 -5.098892 0.06 0.25 -0.01 0.224
H 2.319416 0.539910 -4.938590 -0.27 -0.12 -0.07 0.214
H 0.677434 0.753542 -5.033403 0.41 -0.31 0.19 0.227
```
Positions in Å, forces in eV/Å.

Values from the calculation:
**DFT total energy**: -104744.2151 eV
**Gap between HOMO and LUMO**: 6.6 eV
**HOMO energy**: -3.6194 eV
**Net charge**: -1
**Energy above the lowest of the compared OMol25 structures with the same formula, charge and spin**: 0.581 eV


(3)
Entry from OMol25: a single C15H10F4N6 molecule (ωB97M-V with the def2-TZVPD basis set).

Structure (XYZ):
```
35
Properties=species:S:1:pos:R:3:forces:R:3:mulliken_charge:R:1
F 3.908882 3.635539 -2.562564 -1.02 -0.18 -1.18 -0.225
F -0.047516 3.655986 -5.059176 0.43 -0.80 0.36 -0.244
F 2.609382 3.398887 -0.256486 -0.83 0.52 -1.58 -0.252
F -1.428876 3.415365 -2.842443 -0.26 -0.12 0.78 -0.307
N 0.435118 -4.702231 -0.262751 -0.76 0.79 -0.52 -0.790
N -0.164870 -6.296576 1.213123 0.63 -1.67 -1.68 -0.630
N -0.225159 2.972181 -0.427904 -2.16 -1.54 3.56 -0.355
N 0.262721 2.157981 0.404988 0.82 1.65 -2.14 -0.115
N 1.869408 3.425546 -3.818003 3.31 0.78 0.80 -0.557
C 0.272259 -5.966707 -0.087667 0.52 -1.29 1.57 -0.190
C -0.298070 -5.167429 1.791173 -1.14 1.84 0.26 0.216
C 2.568108 3.535966 -2.654097 -1.56 -0.33 -1.19 0.239
C 0.563680 3.400961 -3.901058 2.12 1.41 0.43 0.314
C 0.049084 -1.926421 -0.047042 -1.27 -0.01 -0.97 -0.665
C -0.233469 -2.145334 2.306687 -0.48 -0.58 -0.59 -0.412
C -0.135413 -0.580425 0.063059 -0.54 1.89 2.34 -0.145
C -0.420396 -0.779068 2.448504 0.57 0.73 -1.25 -1.068
C 1.908857 3.502297 -1.431676 1.61 -0.82 0.77 0.687
C -0.097033 3.407594 -2.730155 -1.77 -0.17 1.24 0.527
C 0.554652 3.345873 -1.465746 0.05 -0.22 -2.05 0.022
C -0.101487 -2.755615 1.037134 0.68 0.03 1.49 0.842
C -0.379923 0.095393 1.335986 0.24 -1.78 -1.56 0.261
N -0.035846 -4.162259 0.872503 0.38 0.56 1.62 0.537
C -2.077000 2.025746 1.382098 -0.51 -1.94 0.23 -1.398
C -0.608982 1.613406 1.397699 -0.72 -0.66 1.12 0.323
H 0.633348 -6.686477 -0.818187 -0.40 0.08 0.29 0.370
H -0.713484 -5.007209 2.823382 0.67 -0.02 -1.38 0.276
H -0.019911 -2.217585 -1.087054 0.60 -0.93 0.25 0.350
H -0.295608 -2.681556 3.246076 0.15 -0.47 -0.30 0.206
H -0.166553 -0.108319 -0.901309 0.07 0.88 0.08 0.270
H -0.506223 -0.458657 3.471505 -0.20 0.58 0.12 0.360
H -2.654741 1.226763 1.893431 0.45 0.56 0.30 0.427
H -2.266687 2.960923 1.864907 -0.08 0.63 0.01 0.357
H -2.519576 1.949618 0.408940 0.04 0.55 -0.82 0.381
H -0.238679 1.915843 2.392124 0.38 0.07 -0.39 0.388
```
Positions in Å, forces in eV/Å.

Values from the calculation:
**DFT total energy**: -35524.0082 eV
**Gap between HOMO and LUMO**: 7.9 eV
**HOMO energy**: -8.9105 eV
**Net charge**: 0
**Energy above the lowest of the compared OMol25 structures with the same formula, charge and spin**: 0.000 eV


(4)
Entry from OMol25: 2 unconnected molecules or ions with the total composition C15H10N2O6S (ωB97M-V with the def2-TZVPD basis set).

Structure (XYZ):
```
34
Properties=species:S:1:pos:R:3:forces:R:3:mulliken_charge:R:1
O 6.330673 1.193207 -1.542539 0.09 -0.57 -0.33 -0.631
S 5.030817 0.903155 -0.990957 0.04 0.87 0.27 0.901
O 4.661730 1.620904 0.197188 -0.24 -0.20 0.06 -0.566
C 3.786295 1.143874 -2.279406 -0.29 0.11 0.24 -1.191
C 2.702067 2.057409 -1.787501 0.41 0.01 -0.33 0.512
C 2.862992 3.420044 -1.856655 -0.63 -0.16 0.25 -0.354
C 1.843511 4.255111 -1.363201 -0.20 -0.40 0.15 -0.626
C 0.709452 3.704778 -0.819292 0.18 0.40 -0.10 -0.428
C 0.520942 2.310467 -0.753417 -0.05 0.33 0.02 0.179
N -0.638954 1.816745 -0.223301 0.27 0.06 -0.17 -0.649
C -0.718407 0.518311 -0.204731 -0.39 0.13 0.26 -0.464
C 0.323633 -0.325653 -0.667686 0.19 -0.43 -0.09 -0.449
N 1.434437 0.113916 -1.177200 0.07 0.14 -0.05 -0.451
C 1.534677 1.474245 -1.238234 0.27 0.18 -0.03 0.401
H 4.917546 -0.413254 -0.679374 0.10 -0.04 -0.24 0.147
H 4.281012 1.554571 -3.149554 0.38 0.08 -0.02 0.480
H 3.363209 0.178231 -2.530561 0.06 -0.29 0.08 0.519
H 3.755091 3.868146 -2.260431 0.25 -0.08 -0.13 0.435
H 1.956265 5.326070 -1.395799 0.04 0.18 -0.02 0.371
H -0.062628 4.346355 -0.424524 -0.20 -0.03 0.06 0.444
H -1.596498 0.016296 0.174871 -0.40 -0.11 0.17 0.873
H 0.170338 -1.390711 -0.586235 -0.08 -0.23 0.03 0.584
C -3.605055 -4.486793 2.417965 -0.24 -0.24 0.27 -0.710
C -2.809387 -3.861331 1.455260 0.13 0.26 -0.20 0.441
C -3.153349 -2.374258 1.173763 -0.48 0.25 0.28 0.412
O -2.446426 -1.715154 0.375566 0.33 -0.09 -0.21 -0.732
C -4.268513 -1.804128 1.821525 0.28 0.32 -0.41 -0.690
C -5.082841 -2.433530 2.778003 -0.14 -0.35 0.28 0.420
C -4.681035 -3.894142 3.139490 0.45 -0.43 -0.18 0.471
O -5.292392 -4.512221 4.025359 -0.26 0.25 0.06 -0.765
O -6.067521 -1.929231 3.344946 0.11 0.07 -0.12 -0.771
O -1.863851 -4.377632 0.820658 -0.07 -0.02 0.10 -0.807
H -3.407303 -5.525545 2.671935 0.12 0.01 -0.06 0.351
H -4.490527 -0.778250 1.534067 -0.09 0.01 0.13 0.344
```
Positions in Å, forces in eV/Å.

Values from the calculation:
**DFT total energy**: -41816.6858 eV
**Gap between HOMO and LUMO**: 3.7 eV
**HOMO energy**: -0.0917 eV
**Net charge**: -2
**Energy above the lowest of the compared OMol25 structures with the same formula, charge and spin**: 0.000 eV


(5)
Entry from OMol25: a molecular structure, C15H10O8PdS (ωB97M-V with the def2-TZVPD basis set).

Structure (XYZ):
```
35
Properties=species:S:1:pos:R:3:forces:R:3:mulliken_charge:R:1
Pd 0.260646 -0.837183 -0.422409 -0.15 -0.60 -1.63 0.476
O -5.963754 -2.186483 -0.111309 0.78 0.10 0.09 -0.707
C -4.757754 -1.942683 -0.073409 -1.01 -0.19 -0.07 0.588
C -4.150854 -0.581283 -0.161709 -0.31 0.66 0.06 -0.030
O -4.773654 0.479617 -0.113909 0.33 -0.41 -0.14 -0.723
C -2.706954 -0.792383 -0.301209 0.21 -0.41 -0.30 0.736
C -2.409254 -2.184583 -0.060309 -0.56 0.77 0.24 0.854
O -1.224854 -2.612183 0.033391 0.98 0.53 0.13 -0.773
C -3.657454 -2.942083 0.056991 0.14 -0.61 -0.01 -0.055
O -3.803654 -4.158183 0.211891 0.12 0.45 -0.02 -0.749
O -1.823354 0.071317 -0.573109 0.14 0.13 0.02 -0.658
O 2.299446 2.160717 1.926091 0.21 0.51 0.05 -0.732
C 1.521646 1.592117 1.154191 0.03 -0.38 0.15 -0.011
O 1.117246 0.399517 1.299591 0.00 -0.08 0.03 -0.517
C 0.984446 2.396117 -0.026609 0.12 -0.23 0.00 0.646
C 0.444146 3.643217 0.248591 -0.07 0.09 0.06 -0.513
C -0.035754 4.462817 -0.758109 -0.04 0.04 0.03 -0.472
C 0.030346 4.033917 -2.074009 -0.05 0.28 -0.11 -0.470
C 0.575346 2.801817 -2.368309 0.02 -0.18 0.01 -0.534
C 1.043546 1.955717 -1.360009 0.16 0.64 0.00 0.519
S 1.776246 0.442117 -1.847709 -1.28 -1.03 1.43 -0.454
H 0.402446 3.968417 1.280391 0.08 -0.02 0.01 0.363
H -0.452654 5.432517 -0.514809 -0.06 0.00 -0.01 0.342
H -0.349154 4.660217 -2.874409 0.02 0.00 0.01 0.320
H 0.648146 2.461717 -3.393209 -0.08 -0.02 -0.03 0.362
C 1.507846 -2.656583 1.817191 -0.36 -0.03 -0.23 -1.115
C 2.234646 -2.405283 0.521191 0.33 0.20 0.49 1.253
C 3.638946 -1.862283 0.643491 -0.04 -0.09 -0.36 -1.242
O 1.724846 -2.593683 -0.575009 0.21 -0.16 -0.09 -0.643
H 2.096346 -3.265883 2.502591 0.16 -0.04 -0.04 0.460
H 0.541946 -3.119483 1.612491 0.03 0.00 0.01 0.319
H 1.340046 -1.680883 2.283791 0.06 0.03 -0.01 0.237
H 4.224846 -2.434883 1.361391 -0.03 -0.02 0.12 0.432
H 3.571446 -0.828983 0.987191 -0.09 0.07 0.09 0.206
H 4.124546 -1.876883 -0.330909 -0.02 0.03 0.00 0.286
```
Positions in Å, forces in eV/Å.

Values from the calculation:
**DFT total energy**: -46412.7130 eV
**Gap between HOMO and LUMO (spin up / spin down)**: 5.2 / 5.0 eV
**HOMO energy (spin up / spin down)**: -1.1187 / -1.1209 eV
**Net charge**: -2


(6)
Entry from OMol25: a molecular structure, C15H11AsN2O2ReS5 (ωB97M-V with the def2-TZVPD basis set).

Structure (XYZ):
```
37
Properties=species:S:1:pos:R:3:forces:R:3:mulliken_charge:R:1
Re -1.470423 1.281178 -0.556141 0.09 0.19 0.20 1.506
O -0.425442 1.061290 -2.231037 -0.14 0.00 -0.01 -0.567
S 1.009844 0.712997 -1.703277 0.06 0.10 -0.17 1.147
O 1.952088 1.735245 -1.934664 0.13 -0.06 0.15 -0.574
N 0.375411 0.662625 -0.196336 0.39 -0.16 -0.08 -0.173
C 0.861724 0.346983 1.084924 0.02 0.00 0.04 0.703
C 2.115208 -0.028205 1.486373 -0.01 0.01 -0.02 -0.675
C 2.335976 -0.288202 2.857624 -0.03 0.00 0.04 -0.892
C 1.327116 -0.176699 3.777198 0.00 0.01 -0.03 -0.916
C 0.023099 0.209089 3.366791 0.02 -0.01 0.04 0.612
C -1.083694 0.347056 4.218831 -0.04 0.01 -0.03 -0.314
C -2.312464 0.720091 3.695027 0.04 -0.02 0.07 -0.940
C -2.444240 0.962251 2.341880 0.00 0.00 -0.04 0.163
N -1.402769 0.852622 1.490993 -0.08 0.01 -0.11 -0.352
C -0.180496 0.472077 2.004378 0.01 0.00 -0.12 0.377
C 1.473935 -0.813978 -2.299018 0.04 0.00 0.09 0.651
C 2.746161 -0.899858 -2.873777 0.03 0.04 -0.03 -0.174
C 3.152145 -2.127008 -3.364550 -0.05 -0.08 -0.01 -0.745
C 2.301318 -3.224098 -3.280519 0.02 0.06 0.01 -0.371
C 1.032642 -3.118027 -2.703801 0.02 0.01 -0.01 -0.810
C 0.605545 -1.908489 -2.202667 -0.01 -0.04 0.02 -0.271
H 2.931299 -0.119004 0.780235 0.00 0.00 0.01 0.514
H 3.327286 -0.578538 3.176865 0.00 0.00 0.00 0.442
H 1.509788 -0.378941 4.824483 0.01 0.00 0.00 0.474
H -0.976765 0.156567 5.280345 -0.01 0.00 0.00 0.523
H -3.182341 0.824744 4.327948 0.01 0.00 0.01 0.422
H -3.397574 1.250565 1.923148 0.01 0.01 0.00 0.440
H 3.383716 -0.028884 -2.941763 0.01 0.00 0.01 0.512
H 4.128353 -2.225236 -3.818448 0.00 0.00 0.00 0.439
H 2.626040 -4.179471 -3.671504 0.00 0.00 0.00 0.444
H 0.386798 -3.983418 -2.654324 0.00 0.00 0.00 0.439
H -0.376424 -1.813788 -1.755520 0.00 -0.01 0.00 0.265
S -6.764897 3.898804 -1.630599 0.12 -0.03 -0.05 0.068
As -4.842542 2.998773 -1.661867 -0.57 0.29 -0.24 0.684
S -3.207617 0.323523 -1.146137 -0.30 -0.54 0.03 -0.079
S -1.932742 3.294543 -0.527599 0.20 0.28 0.13 -0.047
S -5.605062 3.780812 -3.483500 0.03 -0.03 0.12 0.074
```
Positions in Å, forces in eV/Å.

Values from the calculation:
**DFT total energy**: -139924.9659 eV
**Gap between HOMO and LUMO**: 5.5 eV
**HOMO energy**: -17.7591 eV
**Net charge**: +3
**Energy above the lowest of the compared OMol25 structures with the same formula, charge and spin**: 0.074 eV